Here is a 9-piece molecular cluster, C41H53N7O3 overall in a non-equilibrium geometry from the OMol25 dataset. Energies are from ωB97M-V/def2-TZVPD.

The geometry in XYZ format:
```
104
Properties=species:S:1:pos:R:3:forces:R:3:lowdin_charge:R:1
O -3.172 0.722 -2.295 -0.46 0.14 0.15 0.0289
O 4.916 2.138 1.766 -0.57 -0.25 0.98 -0.1617
O -1.913 -4.791 1.433 0.22 -0.54 -0.28 -0.1451
N -3.026 0.044 3.161 0.07 -0.02 -0.75 0.0721
N -0.639 5.106 -4.151 1.04 -0.24 0.44 0.0552
N -4.963 -0.680 -2.249 -0.65 -0.45 -0.44 -0.0039
N 0.611 1.681 0.136 -0.45 -0.23 0.13 0.0807
N -0.704 1.518 6.487 -0.95 0.06 0.01 0.0613
N 4.538 -2.427 0.076 -0.29 -0.85 0.58 0.0491
N 2.130 0.399 -5.062 -0.46 -0.10 -0.51 0.0513
C -0.170 0.730 5.562 1.10 0.09 -0.19 -0.1671
C -0.397 -0.441 0.613 -0.14 -0.18 0.11 -0.1125
C 4.445 -2.214 -2.304 0.24 -0.84 0.52 -0.0632
C -3.647 -0.402 -2.197 1.12 0.97 -0.25 -0.5632
C -0.874 -5.519 2.090 0.71 0.41 0.59 -0.2088
C -3.362 -0.061 1.860 -1.19 0.72 0.82 -0.1360
C -2.738 -1.561 -1.943 0.96 -1.22 0.45 -0.0137
C 0.143 -0.606 5.746 -0.83 -0.40 0.69 -0.0652
C 2.472 -1.886 -0.980 0.27 -0.18 0.75 -0.0601
C 0.298 -5.622 1.072 -1.57 0.24 1.08 -0.1499
C 0.257 4.449 -2.020 0.29 -0.21 0.15 -0.0686
C -0.398 4.188 -3.204 -0.04 0.21 -0.50 -0.1487
C 0.806 5.706 -1.821 -0.75 0.52 0.24 -0.0836
C 1.284 1.573 1.276 0.71 -0.87 -0.56 -0.1368
C 1.113 0.596 -4.241 -0.77 -0.11 0.79 -0.1633
C -0.222 0.880 -4.601 1.58 -0.29 0.19 -0.0713
C 4.672 1.430 0.540 -0.77 0.82 0.53 -0.1861
C -1.673 -4.817 0.008 -0.07 -0.34 0.85 -0.1892
C -0.265 -1.188 6.952 0.23 0.11 -0.67 -0.0795
C -1.017 -0.423 7.817 -0.27 0.08 0.80 -0.0933
C 0.625 0.870 -6.847 0.02 -1.07 -0.48 -0.0743
C -3.891 -0.419 4.052 0.11 -0.61 0.17 -0.1509
C -5.117 -1.001 3.728 0.82 -0.21 0.24 -0.0695
C -0.431 0.971 -5.945 -0.81 0.13 -0.87 -0.0844
C -1.217 0.928 7.573 0.86 -0.08 -0.68 -0.1475
C -0.210 0.659 -0.200 0.06 0.98 0.45 -0.1376
C -5.413 -1.168 2.395 -0.76 0.08 0.43 -0.0865
C 1.264 0.420 2.064 -0.67 1.23 0.94 -0.0778
C 1.874 0.507 -6.392 0.40 0.44 1.58 -0.1351
C 4.268 3.813 0.264 -0.07 0.02 -0.69 -0.1742
C -4.555 -0.651 1.448 0.35 0.19 -0.37 -0.0650
C 3.226 -2.135 0.169 1.13 0.16 -1.19 -0.1427
C -0.063 6.304 -3.960 -0.98 -0.27 0.04 -0.1551
C 5.098 -2.564 -1.113 -0.14 1.27 -0.70 -0.1590
C 0.292 -0.517 1.816 1.01 -1.06 -0.78 -0.0816
C -0.490 -5.747 -0.205 0.41 0.31 -1.22 -0.1871
C 4.913 3.560 1.597 1.74 -0.63 -0.13 -0.2103
C 4.586 2.538 -0.524 1.18 -0.47 0.05 -0.1468
C -6.077 0.247 -2.454 0.47 -0.31 0.62 -0.0480
C 3.098 -1.965 -2.224 -0.69 0.90 0.04 -0.0811
C 0.635 6.671 -2.803 -0.18 -0.43 -0.52 -0.0747
H -2.896 -2.421 -2.598 -0.45 -0.08 0.25 0.0885
H -0.327 6.966 -4.776 0.44 0.53 0.22 0.0961
H 3.951 2.349 -1.386 -0.25 -0.10 0.19 0.1091
H 3.186 3.945 0.300 0.02 0.21 0.22 0.0952
H -6.370 -1.623 2.162 0.14 -0.02 -0.39 0.1062
H -1.430 1.036 -6.364 0.01 0.35 0.16 0.1105
H 3.737 0.886 0.692 0.00 -0.13 -0.31 0.0794
H 0.307 3.643 -1.300 0.26 0.12 0.19 0.0687
H 0.391 0.837 -7.904 0.17 0.29 -0.04 0.1002
H 2.011 2.338 1.523 -0.20 0.25 -0.06 0.0989
H 1.451 -1.549 -0.877 -0.12 -0.21 -0.14 0.0724
H -1.665 -1.378 -2.027 -0.22 0.85 -0.54 0.0725
H 2.519 -1.690 -3.098 0.13 -0.08 -0.13 0.0846
H 5.474 0.706 0.406 0.06 0.06 -0.24 0.1135
H -1.379 -3.810 -0.300 -0.23 0.08 -0.12 0.0945
H -1.715 1.576 8.280 -0.11 -0.02 0.08 0.1004
H -3.554 -0.413 5.084 -0.10 0.29 0.04 0.1001
H -4.841 -0.638 0.404 0.16 -0.13 -0.06 0.0810
H -5.730 1.270 -2.557 0.13 -0.07 -0.23 0.0862
H -6.694 0.188 -1.554 -0.24 0.17 -0.18 0.0782
H 0.192 1.189 4.647 -0.30 0.27 0.03 0.0896
H 6.154 -2.797 -1.172 0.07 -0.13 0.32 0.0996
H 0.987 7.679 -2.645 0.08 0.04 -0.19 0.0955
H -2.765 -1.857 -0.888 -0.74 -0.26 -0.15 0.0626
H 2.881 -2.060 1.189 -0.44 0.13 -0.02 0.0920
H 0.769 -4.642 1.156 0.71 -0.32 -0.32 0.1063
H -0.719 -6.793 -0.413 -0.40 0.08 0.13 0.1151
H -2.601 -5.130 -0.468 0.07 0.10 -0.24 0.1182
H 4.743 4.663 -0.228 -0.35 0.16 0.01 0.1125
H -0.811 0.846 -1.082 0.07 -0.33 -0.22 0.0895
H 5.612 2.607 -0.901 -0.10 0.27 -0.23 0.1101
H -0.698 3.169 -3.409 -0.45 0.10 -0.02 0.0759
H 4.998 -2.174 -3.232 -0.12 -0.14 -0.09 0.1023
H -2.801 0.545 1.162 0.43 -0.37 -0.10 0.0965
H -1.165 -6.485 2.515 -0.48 -0.15 -0.57 0.1117
H 1.869 0.418 2.963 0.10 -0.24 -0.08 0.1095
H -6.642 -0.104 -3.314 -0.12 0.35 -0.07 0.0831
H -1.041 -1.271 0.351 -0.17 0.24 -0.13 0.0819
H -0.977 0.980 -3.834 -0.20 -0.10 -0.11 0.0794
H 2.766 0.294 -6.965 -0.34 0.14 -0.61 0.1005
H 0.594 -1.170 4.942 0.23 -0.03 0.13 0.0879
H 0.911 -6.499 1.249 0.46 0.34 0.14 0.1137
H 4.576 4.130 2.465 -0.77 -0.53 0.01 0.1175
H 1.293 0.428 -3.181 0.33 0.21 0.00 0.0889
H -5.750 -1.397 4.511 -0.08 0.12 -0.01 0.1012
H -0.603 -4.932 2.972 0.16 0.08 -0.09 0.1096
H 1.201 6.020 -0.863 0.31 -0.29 -0.02 0.1017
H 0.071 -5.375 -1.070 0.08 -0.20 0.02 0.1125
H 0.251 -1.442 2.379 -0.28 0.19 0.29 0.1078
H -0.006 -2.198 7.237 -0.08 -0.11 -0.24 0.1026
H 5.992 3.789 1.592 -0.14 0.50 -0.48 0.1178
H -1.410 -0.864 8.726 0.05 0.03 0.01 0.0988
H -5.217 -1.630 -2.465 0.26 -0.13 0.34 0.1332
```
Forces are in eV/Å.

Values from the calculation:
**Orbital gap**: 9.42 eV
**SMILES string**: CNC(C)=O.c1ccncc1.c1ccncc1.c1ccncc1.c1ccncc1.c1ccncc1.c1ccncc1.C1CCOC1.C1CCOC1
**Electronic energy**: -59946.84571 eV
**Total charge**: 0

Here is C41H54Cl5NO6SeW as an isolated structure in a non-equilibrium geometry from the OMol25 dataset. Energies are from ωB97M-V/def2-TZVPD.

The geometry in XYZ format:
```
109
Properties=species:S:1:pos:R:3:forces:R:3:lowdin_charge:R:1
W 0.447 -0.352 -1.343 1.23 0.62 0.43 1.7922
Se -1.296 -2.114 -0.770 -0.16 0.07 0.04 0.9223
Cl 3.325 4.528 -5.493 0.02 0.01 0.00 0.6918
Cl 0.600 4.754 -6.992 0.00 0.00 0.00 0.6800
Cl 3.676 2.448 -3.197 0.04 0.02 0.00 0.7753
Cl -1.318 0.730 -3.934 -0.15 -0.18 -0.12 0.8058
Cl -1.755 2.863 -6.184 -0.03 0.00 -0.01 0.6937
O 1.348 0.788 -2.747 -0.74 -0.18 0.31 -0.2756
O 2.155 -1.421 -4.263 -0.14 0.07 -0.05 0.1055
O 1.528 1.117 -0.387 0.12 -0.58 -0.40 -0.2020
O -1.004 0.659 -0.771 0.19 0.19 -0.64 -0.3251
O 0.541 -1.755 -2.741 -0.25 -0.05 0.01 -0.3742
O 2.635 -1.334 -1.250 -0.40 0.20 -0.13 -0.2717
N -1.912 -2.383 -4.353 0.00 -0.01 0.01 -0.0213
C -6.621 -1.638 1.060 0.01 0.01 0.00 -0.0491
C 0.977 -0.720 0.679 0.39 0.08 0.05 -0.2306
C 4.278 -3.002 -1.149 0.01 0.00 -0.02 -0.1364
C -0.894 -2.614 -5.368 0.03 -0.08 -0.03 -0.2779
C 2.481 0.804 1.884 -0.07 0.02 0.02 -0.0853
C 0.386 -2.533 4.548 0.03 -0.02 0.00 -0.0437
C -2.188 0.423 -0.157 -0.07 -0.07 0.30 -0.3172
C -2.579 2.926 0.144 0.02 0.03 0.00 -0.5222
C -3.677 -1.252 0.710 0.03 -0.08 0.03 -0.0607
C 1.780 -1.377 2.831 -0.07 -0.09 -0.01 -0.1590
C -4.533 -0.253 1.157 -0.01 0.01 0.02 -0.1583
C -2.382 3.275 -1.340 0.00 -0.02 0.03 -0.0333
C -5.425 -1.298 3.236 -0.01 0.00 -0.02 -0.0435
C 2.028 3.481 -5.074 -0.04 0.00 -0.02 -0.6956
C 2.195 2.541 -4.064 0.02 -0.01 0.05 -0.5755
C 3.833 -0.780 -1.858 0.08 0.11 0.01 -0.1645
C 2.787 -2.749 -1.023 0.05 -0.05 0.06 -0.1561
C 2.262 -3.762 3.430 -0.01 0.02 0.01 -0.0494
C 1.129 -1.959 -3.919 0.43 -0.06 -0.01 -0.5591
C -6.704 0.565 2.196 0.03 0.00 0.00 -0.0668
C 2.475 -0.172 2.889 0.08 0.12 0.01 0.0369
C -0.055 1.801 -4.387 0.02 -0.08 0.10 -0.5776
C 1.016 -1.652 1.693 -0.29 -0.05 0.06 -0.0745
C 2.787 2.833 3.301 0.01 -0.02 0.01 -0.0414
C -2.997 1.463 0.300 0.09 0.04 -0.03 -0.0769
C -3.635 3.874 0.715 0.00 -0.02 -0.01 -0.0662
C 2.750 -1.996 5.100 -0.01 0.02 -0.01 -0.0677
C 1.159 1.665 -3.704 -0.02 0.20 -0.11 -0.4056
C 0.457 -3.017 -4.770 -0.19 0.06 0.09 -0.0910
C 1.803 -2.399 3.970 -0.02 -0.03 0.00 -0.5578
C 3.191 3.022 0.857 -0.02 0.00 0.02 -0.0475
C -5.811 -0.641 1.902 -0.02 -0.01 0.01 -0.5578
C 0.810 3.590 -5.744 -0.01 -0.03 0.02 -0.7114
C 4.680 -1.985 -2.217 -0.01 -0.01 0.00 -0.1382
C 1.707 0.471 0.780 -0.33 -0.27 0.10 -0.3364
C 4.776 1.719 2.257 -0.01 0.02 0.00 -0.0415
C 3.298 2.084 2.063 0.00 -0.04 -0.04 -0.5390
C -0.236 2.746 -5.386 0.04 0.04 -0.03 -0.6970
C -2.506 -0.915 0.055 0.14 0.01 -0.13 -0.4893
C -4.171 1.079 0.943 -0.03 0.00 0.00 0.0385
C -1.264 3.163 0.909 -0.03 -0.01 -0.04 -0.0264
H 2.912 2.243 4.211 -0.01 0.01 0.00 0.0779
H 5.743 -1.747 -2.209 0.01 -0.01 0.00 0.1191
H 5.360 2.618 2.465 0.00 0.00 -0.02 0.0862
H 3.523 2.540 -0.062 0.00 0.01 -0.01 0.0621
H 2.288 -4.498 4.237 0.00 0.00 -0.01 0.0837
H 0.451 -2.574 1.617 0.02 0.00 -0.01 0.0812
H 3.265 -3.689 3.003 0.00 0.00 0.00 0.0875
H 1.727 3.071 3.193 0.01 0.01 0.01 0.0865
H -1.541 2.734 -1.770 -0.01 0.00 -0.02 0.0539
H -3.907 -2.297 0.875 -0.01 0.01 0.00 0.1081
H 4.917 1.025 3.087 0.01 0.01 0.01 0.0758
H 3.063 0.035 3.774 -0.02 -0.01 0.00 0.0966
H -7.619 0.225 2.685 0.00 0.00 0.00 0.0850
H 2.164 3.356 0.702 0.01 0.00 -0.02 0.0831
H -4.862 -0.601 3.859 0.00 -0.01 0.00 0.0905
H 0.043 -1.575 4.945 0.00 0.00 0.00 0.0906
H -1.383 2.914 1.966 0.00 0.00 0.00 0.0953
H -1.164 -3.402 -6.083 0.00 0.02 -0.03 0.1066
H -6.987 1.087 1.280 -0.01 0.00 0.01 0.0907
H -2.048 -3.203 -3.775 -0.01 0.01 0.02 0.0562
H -6.218 1.276 2.866 0.00 0.01 -0.01 0.0852
H -2.184 4.344 -1.444 0.01 0.00 0.01 0.0896
H 5.177 1.253 1.354 0.00 -0.01 0.01 0.0836
H -6.859 -1.215 0.082 -0.01 0.00 0.00 0.0923
H -4.594 3.766 0.205 0.00 0.01 0.01 0.0899
H 3.815 3.902 1.030 0.00 -0.01 0.02 0.0892
H -3.276 3.036 -1.920 0.00 0.01 0.00 0.0953
H -4.807 -2.183 3.077 0.00 0.00 0.01 0.0794
H 3.339 3.767 3.427 0.00 0.00 0.01 0.0855
H -4.828 1.855 1.302 0.01 -0.01 0.00 0.0857
H -2.801 -2.156 -4.781 0.01 -0.02 0.00 0.0710
H 2.385 -2.973 -0.035 -0.02 0.01 -0.02 0.1123
H 0.339 -3.921 -4.163 -0.07 0.05 0.03 0.1252
H 1.142 -3.249 -5.583 0.04 0.01 -0.01 0.1205
H 4.490 -4.033 -1.429 0.01 0.00 0.00 0.1181
H 4.779 -2.789 -0.202 0.00 0.01 0.00 0.1192
H 3.775 -1.874 4.741 0.00 0.00 0.01 0.0876
H 2.216 -3.291 -1.778 0.01 -0.01 -0.02 0.1207
H 2.754 -2.776 5.864 0.00 0.00 0.01 0.0849
H -0.985 4.218 0.836 0.00 0.00 0.00 0.0902
H -7.557 -1.879 1.567 0.00 -0.01 0.00 0.0841
H 4.308 -0.147 -1.103 -0.01 0.01 0.00 0.1264
H -6.322 -1.602 3.781 0.00 0.00 0.00 0.0853
H 1.590 -4.139 2.658 0.01 0.00 0.00 0.0744
H -0.446 2.570 0.501 0.01 0.01 0.02 0.0636
H -0.325 -2.854 3.786 0.00 0.00 0.00 0.0783
H 3.530 -0.184 -2.710 0.02 -0.05 0.04 0.0603
H -3.299 4.903 0.578 0.00 0.00 0.00 0.0861
H 0.372 -3.267 5.357 0.00 0.01 0.00 0.0843
H -6.079 -2.571 0.902 0.00 0.01 -0.01 0.0749
H -0.773 -1.694 -5.946 0.03 0.02 0.02 0.1090
H -3.786 3.715 1.785 -0.01 0.01 -0.01 0.0874
H 2.436 -1.066 5.578 0.01 0.00 0.00 0.0858
H 4.407 -2.345 -3.210 0.00 0.02 0.02 0.1135
```
Forces are in eV/Å.

Values from the calculation:
**Orbital gap (spin up / spin down)**: 6.37 / 6.37 eV
**Electronic energy**: -186955.57978 eV
**Total charge**: 0
**Energy above the lowest of the compared OMol25 structures with the same formula, charge and spin**: 13.71 kcal per mole